Entry from the Open Molecules 2025 dataset: a structure of composition C31H47NO4P2Zr (ωB97M-V/def2-TZVPD).

The geometry in ORCA input format:
```
! RIJCOSX wB97M-V def2-TZVPD def2/J DEFGRID3
* xyz 2 1
Zr -0.14 -1.10 0.18
C -0.99 -2.79 1.59
C -2.10 -2.07 1.03
C -0.95 -3.13 -0.71
C -0.29 -3.45 0.52
C -2.10 -2.31 -0.40
C -0.71 -2.96 3.05
H -1.59 -2.70 3.65
H 0.12 -2.31 3.37
H -0.41 -3.99 3.27
C 0.90 -4.32 0.67
H 1.74 -3.74 1.10
H 1.22 -4.73 -0.30
H 0.69 -5.15 1.37
C -0.59 -3.68 -2.05
H -0.77 -4.77 -2.10
H 0.47 -3.53 -2.27
H -1.17 -3.21 -2.85
C -3.21 -2.04 -1.34
H -3.85 -2.93 -1.41
H -2.84 -1.82 -2.35
H -3.85 -1.20 -1.03
C -3.22 -1.47 1.82
H -3.82 -2.27 2.28
H -3.88 -0.88 1.17
H -2.86 -0.82 2.62
C 1.10 0.73 1.30
C 0.04 0.47 2.15
C -1.15 1.36 2.32
C -1.87 1.80 1.02
C -1.82 0.84 -0.13
C -0.79 0.80 -1.07
C 0.43 1.71 -0.99
C 1.17 1.90 0.34
H -0.88 2.29 2.86
H -1.51 2.81 0.74
H -1.86 0.83 2.96
H 0.87 2.85 0.82
H 2.08 0.29 1.53
H 0.24 -0.18 3.00
H 2.24 2.02 0.11
H 1.16 1.41 -1.76
H -0.96 0.37 -2.07
H 0.09 2.72 -1.26
H -2.93 1.93 1.28
H -2.80 0.46 -0.43
P -0.27 4.15 -2.84
P -1.23 3.07 -5.41
C -0.49 5.47 -4.16
C -0.50 4.81 -5.54
H 0.34 6.19 -4.08
H -1.44 5.99 -3.96
H -1.09 5.39 -6.26
H 0.52 4.68 -5.93
C -1.09 2.78 -7.22
H -1.62 1.86 -7.47
H -0.04 2.69 -7.49
H -1.54 3.62 -7.77
C -2.97 3.64 -5.43
H -3.10 4.49 -6.11
H -3.29 3.93 -4.42
H -3.59 2.81 -5.78
C 1.55 4.34 -2.72
H 1.95 3.78 -1.86
H 1.79 5.40 -2.61
H 2.01 3.95 -3.63
C -0.82 5.18 -1.43
H -1.87 5.45 -1.61
H -0.21 6.09 -1.36
H -0.76 4.62 -0.49
O 3.26 -0.54 3.46
C 2.90 -1.69 3.11
O 2.19 -2.00 2.08
C 3.38 -2.78 4.05
C 2.85 -4.10 4.08
C 3.20 -5.00 5.09
C 4.10 -4.60 6.10
C 4.69 -3.31 6.06
C 4.31 -2.43 5.06
N 4.34 -5.46 7.21
O 3.75 -6.57 7.25
O 5.12 -5.09 8.12
H 2.13 -4.40 3.32
H 2.79 -6.00 5.12
H 5.41 -3.03 6.81
H 4.73 -1.42 5.08
*
```

The frontier orbital gap is 3.058 eV.